Record 1
Below is a 6-piece molecular cluster, C20H60ClN5O5 overall, with properties calculated with the ωB97M-V functional and the def2-TZVPD basis.

Element x y z (Å)
Cl: -0.916325 -0.040692 0.075958
C: 2.333805 -0.205582 4.483918
C: 0.917595 0.289728 4.429718
C: 0.822995 1.771428 4.265238
O: 1.551705 2.120728 3.167098
C: 1.517995 3.511288 2.654828
N: 0.067815 -0.436712 3.295998
H: 0.423095 -0.150722 2.394848
H: 0.198375 -1.437002 3.345838
H: -0.880875 -0.103322 3.390558
H: 2.952435 0.353588 5.185858
H: 2.805225 -0.246292 3.501978
H: 2.304605 -1.239212 4.828688
H: 0.422185 0.006668 5.358448
H: 1.246665 2.323968 5.103868
H: -0.235525 2.000668 4.142418
H: 2.183015 3.522988 1.791278
H: 1.900595 4.236048 3.373468
H: 0.524525 3.721538 2.258708
C: -4.617575 -2.605202 -0.397352
C: -3.745125 -3.399932 0.664178
C: -2.515085 -4.069802 0.031548
O: -1.764055 -4.720682 1.010408
C: -0.380615 -4.679202 0.759048
N: -3.302475 -2.464632 1.814958
H: -3.849895 -1.666312 2.103258
H: -2.903415 -2.867332 2.650828
H: -2.610135 -1.847052 1.415758
H: -5.555615 -2.191432 -0.027242
H: -5.086885 -3.263962 -1.128022
H: -3.918665 -1.877312 -0.809412
H: -4.355825 -4.171492 1.133048
H: -1.918325 -3.404672 -0.592622
H: -2.812385 -4.780642 -0.739442
H: 0.018275 -3.668422 0.673548
H: -0.045065 -5.378662 -0.006622
H: 0.035925 -5.071042 1.686978
C: 0.326185 -2.972962 -2.908372
C: 1.198105 -1.763012 -3.233322
C: 0.619985 -0.732762 -4.123252
O: 1.272695 0.477238 -4.090392
C: 2.441975 0.590218 -4.972842
N: 1.744945 -1.129042 -1.903952
H: 2.426315 -0.390802 -2.008042
H: 1.016905 -0.740102 -1.321902
H: 2.144355 -1.812272 -1.276432
H: -0.702065 -2.699152 -2.672062
H: 0.847515 -3.429302 -2.066902
H: 0.348955 -3.575632 -3.816322
H: 2.062015 -2.104742 -3.803392
H: -0.397665 -0.607842 -3.753262
H: 0.595585 -1.130992 -5.137612
H: 1.994945 0.729288 -5.957172
H: 3.247535 -0.138422 -4.881892
H: 2.965065 1.507128 -4.701252
C: 5.675465 0.983378 2.165418
C: 5.017465 0.572418 0.826278
C: 3.590745 1.180548 0.716628
O: 3.225665 1.177278 -0.686082
C: 2.117325 2.037388 -1.030222
N: 6.006385 1.027628 -0.350492
H: 5.576885 0.732248 -1.215582
H: 6.064875 2.033018 -0.273962
H: 6.905455 0.580888 -0.240102
H: 5.665045 2.059458 2.338718
H: 6.710245 0.654498 2.261248
H: 5.132425 0.534338 2.997018
H: 4.970155 -0.512492 0.732358
H: 3.665855 2.209668 1.067888
H: 2.766675 0.798098 1.318898
H: 2.223485 3.118928 -0.945832
H: 1.354935 1.672268 -0.342082
H: 1.782325 1.720768 -2.017952
C: -5.028845 3.944758 -0.198332
C: -4.522895 2.447348 -0.291612
C: -4.620055 1.906508 -1.704472
O: -3.837055 0.723778 -1.952562
C: -3.513935 0.613458 -3.350972
N: -3.105505 2.328308 0.242908
H: -2.400435 2.978198 -0.074302
H: -3.158515 2.304978 1.251248
H: -2.713155 1.445868 -0.052812
H: -4.358515 4.634138 -0.711682
H: -5.065705 4.259238 0.844668
H: -6.053585 4.074478 -0.546422
H: -5.022945 1.750598 0.381138
H: -4.243015 2.713028 -2.333322
H: -5.609075 1.598548 -2.043722
H: -2.781745 -0.133852 -3.656792
H: -3.024435 1.486178 -3.783212
H: -4.358295 0.395938 -4.005072

Forces on atoms 1 to 6 (eV/Å):
-0.4 -0.1 0.2
0.0 -1.4 -0.5
0.0 -0.3 0.8
-0.7 0.7 0.2
1.1 1.1 -2.8
0.1 -1.4 0.2

## Properties
E_tot   -51865.3816 eV
Net charge   +5
HOMO level (spin up / spin down)   -21.6 / -21.6 eV
Gap between HOMO and LUMO (spin up / spin down)   0.3280 / 0.1131 Ha
Max |F|   3.25 eV/A
Multiplicity   2
⟨S²⟩   0.754

---

Record 2
Below is C38H47LiN3Si2 as an isolated structure, with properties calculated with the ωB97M-V functional and the def2-TZVPD basis.

Element x y z (Å)
Li: 0.349538 0.030610 0.155120
C: 3.571590 -0.708226 1.442029
C: 3.660530 0.368658 0.404139
C: 4.884661 0.723877 -0.163368
C: 4.916723 1.699690 -1.139649
C: 3.734941 2.325641 -1.502744
C: 2.563591 1.931962 -0.872610
N: 2.526869 0.958073 0.037892
C: 1.254557 2.583739 -1.144941
C: 1.161385 3.886753 -1.619277
C: -0.095574 4.443621 -1.773305
C: -1.211852 3.690557 -1.461576
C: -1.032129 2.386891 -1.010208
N: 0.180091 1.858691 -0.852483
C: -2.172751 1.502080 -0.642789
C: -3.493546 1.840984 -0.916350
C: -4.493264 0.986789 -0.490775
C: -4.147384 -0.168716 0.188803
C: -2.801749 -0.455535 0.398938
C: -2.363956 -1.706160 1.092619
N: -1.839849 0.368334 -0.022690
H: 4.341461 -0.575048 2.204647
H: 3.718640 -1.685455 0.978753
H: 2.588695 -0.686076 1.910584
H: 5.787513 0.218845 0.155525
H: 5.849865 1.973820 -1.615782
H: 3.721938 3.089101 -2.268944
H: 2.052774 4.465227 -1.819652
H: -0.203388 5.468217 -2.105610
H: -2.198632 4.122118 -1.531500
H: -3.738360 2.749517 -1.446673
H: -5.532650 1.222032 -0.683644
H: -4.903270 -0.853949 0.549821
H: -3.170782 -2.136423 1.685910
H: -1.510881 -1.485353 1.738593
H: -2.034797 -2.438080 0.352551
C: 2.655724 -1.523727 -2.508817
Si: 0.924306 -1.901333 -1.716012
C: -0.205069 -1.761150 -3.337201
C: -1.559898 -2.433138 -3.112274
C: 0.403510 -2.286054 -4.638978
C: -0.469382 -0.264356 -3.537996
C: 1.142224 -3.827840 -1.295546
C: 2.385503 -3.943337 -0.409646
C: -0.036378 -4.334468 -0.460998
C: 1.328422 -4.768708 -2.486346
H: 2.993807 -2.276956 -3.230332
H: 3.432587 -1.425882 -1.746172
H: 2.615903 -0.562000 -3.034133
H: -1.471539 -3.520265 -3.056347
H: -2.252608 -2.201436 -3.935207
H: -2.022895 -2.084443 -2.182213
H: 0.607381 -3.355830 -4.606989
H: 1.342330 -1.777881 -4.871757
H: -0.282839 -2.105685 -5.480879
H: -1.014750 0.149548 -2.690564
H: -1.066913 -0.093761 -4.446380
H: 0.461204 0.304294 -3.640155
H: 2.295877 -3.299024 0.469092
H: 3.296144 -3.666248 -0.947813
H: 2.508519 -4.976448 -0.053118
H: -0.142122 -3.745742 0.454054
H: 0.117786 -5.384346 -0.169633
H: -0.982680 -4.281083 -1.004546
H: 2.142243 -4.443732 -3.140176
H: 0.422700 -4.842046 -3.091210
H: 1.570105 -5.785149 -2.139277
C: -2.303598 -0.933658 6.396268
C: -3.011890 -0.483573 5.291983
C: -2.348693 0.119722 4.230341
C: -0.962639 0.316810 4.229517
C: -0.275142 -0.154812 5.357787
C: -0.923926 -0.768354 6.419184
Si: 0.046786 0.981055 2.734653
C: -0.662046 2.733826 2.381483
C: 0.218964 3.805974 2.167306
C: -0.220777 5.065502 1.789035
C: -1.577909 5.311208 1.612084
C: -2.474955 4.270679 1.805564
C: -2.019434 3.008987 2.169906
H: -2.816365 -1.409113 7.223983
H: -4.088567 -0.609556 5.250691
H: -2.938959 0.431350 3.373968
H: 0.801325 -0.025649 5.405264
H: -0.351451 -1.113821 7.273290
H: 1.288610 1.415689 3.493366
H: 1.282877 3.643047 2.313422
H: 0.498644 5.863635 1.637391
H: -1.928043 6.296698 1.326662
H: -3.538433 4.436841 1.666777
H: -2.754099 2.218900 2.286305

Forces on atoms 1 to 6 (eV/Å):
0.0 0.0 0.0
0.0 0.0 0.0
0.0 0.0 0.0
0.0 0.0 0.0
0.0 0.0 0.0
0.0 0.0 0.0

## Properties
ΔE to the lowest compared entry with this formula, charge and spin   0.0 kcal per mole
E_tot   -60602.6771 eV
Net charge   -1
HOMO level   -3.2 eV
Gap between HOMO and LUMO   0.2036 Ha
Max |F|   0.11 eV/A

---

Question: Number 1 is which compound?
Answer: C20H60ClN5O5

---

Question: Which formula does entry 2 have?
Answer: C38H47LiN3Si2

---

Question: The lowest net charge belongs to which entry?
Answer: C38H47LiN3Si2